Record 1
Here is a cluster of 2 separate species, C8H17ClN2O2P in total in a non-equilibrium geometry from OMol25. Energies are from wB97M-V/def2-TZVPD.

Element x y z (Å)
O (-1.39, 0.71, 3.47)
P (0.36, 0.99, 3.54)
O (0.53, 2.28, 4.75)
C (0.78, 1.69, 1.82)
C (0.31, 0.52, 0.75)
C (0.77, 1.32, -0.64)
N (2.16, 1.81, -0.20)
Cl (3.21, 0.66, -0.98)
C (2.34, 1.83, 1.33)
H (-1.75, 1.23, 2.67)
H (-0.41, 2.58, 5.00)
H (0.18, 2.69, 1.68)
H (-0.77, 0.09, 0.82)
H (1.19, -0.27, 0.84)
H (0.02, 2.23, -0.77)
H (0.67, 0.76, -1.66)
H (2.27, 2.79, -0.53)
H (2.91, 2.81, 1.70)
H (3.08, 0.92, 1.55)
C (-1.57, -2.68, -3.43)
C (-0.64, -2.65, -2.22)
C (-1.37, -2.37, -0.91)
C (-2.05, -1.01, -0.99)
N (-2.62, 0.12, -1.05)
H (-2.06, -1.71, -3.59)
H (-1.01, -2.91, -4.34)
H (-2.35, -3.44, -3.31)
H (0.13, -1.88, -2.39)
H (-0.13, -3.61, -2.15)
H (-0.67, -2.37, -0.08)
H (-2.13, -3.14, -0.72)

Its charge is +1. The calculation puts the energy at -1376.1699 hartree. The HOMO-LUMO gap comes out at 7.708 eV. For the HOMO energy, the calculation gives -12.386 eV.

Record 2
Here is a structure of composition C8H17CoP2 in a non-equilibrium geometry from OMol25. Energies are from wB97M-V/def2-TZVPD.

Element x y z (Å)
C (1.63, -0.46, -0.11)
C (1.48, -1.73, -0.80)
C (0.89, -1.46, -2.05)
C (0.73, -0.10, -2.26)
C (1.17, 0.61, -1.05)
Co (-0.56, 0.66, 0.35)
P (-0.30, 0.59, 2.45)
H (2.31, -0.27, 0.72)
H (1.79, -2.68, -0.41)
H (0.61, -2.24, -2.79)
H (1.53, 1.64, -1.00)
H (0.50, 0.42, -3.19)
H (-0.13, 2.08, 2.58)
H (0.83, -0.07, 3.13)
H (-1.59, 0.18, 3.08)
C (-3.21, -1.57, -0.25)
P (-2.30, -0.05, -0.71)
C (-2.51, 0.12, -2.51)
C (-3.15, 1.35, 0.04)
H (-2.79, -2.42, -0.79)
H (-4.24, -1.43, -0.49)
H (-3.08, -1.75, 0.82)
H (-3.59, 0.04, -2.70)
H (-2.12, 1.09, -2.85)
H (-1.97, -0.68, -3.03)
H (-4.16, 1.35, -0.36)
H (-3.18, 1.24, 1.13)
H (-2.62, 2.28, -0.23)

The calculation puts the energy above the lowest of the compared OMol25 structures with the same formula, charge and spin at 0.0 kcal/mol. The expectation value of S² is 6.02. The calculation puts the energy at -2380.2594 hartree. The HOMO-LUMO gap (alpha / beta) comes out at 4.654 / 7.208 eV. For the HOMO energy (alpha / beta), the calculation gives -4.011 / -7.307 eV. As for the spin multiplicity: 5.